(a)
DFT (ωB97M-V/def2-TZVPD) results for a single C5H3N molecule.

Values from the calculation:
Kohn-Sham gap = 9.46 eV

Bonds (Å) are listed after each position.
Element x y z (Å)
1 C -0.510 -0.503 -0.314  C3 1.503, C4 1.301, H7 1.098
2 C -3.229 -0.068 -0.030  C3 1.269, N6 1.256
3 C -1.975 -0.200 -0.169  C1 1.503, C2 1.269
4 C 0.403 0.135 0.357  C1 1.301, H8 1.112, H9 1.063
5 C -5.652 0.091 0.099  N6 1.176
6 N -4.481 0.022 0.019  C2 1.256, C5 1.176
7 H -0.474 -1.303 -1.065  C1 1.098
8 H 1.468 -0.081 0.594  C4 1.112
9 H 0.279 0.976 0.996  C4 1.063

The computed Löwdin charges, all in e, follow: -0.182, -0.135, 0.055, -0.003, 0.096, -0.070, 0.105, 0.078, 0.055

(b)
DFT (ωB97M-V/def2-TZVPD) results for a single C5H3N molecule.

Values from the calculation:
Kohn-Sham gap (spin up / spin down) = 8.43 / 6.40 eV

Bonds (Å) are listed after each position.
Element x y z (Å)
1 C 0.495 0.459 0.442  C3 1.493, C4 1.326, H7 1.119
2 C 0.507 -1.354 -1.502  C4 1.395, C5 1.338, H8 1.074
3 C -0.764 0.819 1.158  C1 1.493, N6 1.190, H9 1.211
4 C 0.219 -0.374 -0.552  C1 1.326, C2 1.395, C5 1.423
5 C -0.783 -1.112 -1.241  C2 1.338, C4 1.423
6 N -1.918 0.534 1.104  C3 1.190
7 H 1.340 1.145 0.705  C1 1.119
8 H 1.327 -1.860 -1.974  C2 1.074
9 H -0.422 1.743 1.861  C3 1.211

The computed Löwdin charges, all in e, follow: -0.069, 0.033, -0.374, -0.314, 0.174, 0.180, 0.111, 0.101, 0.158

Most favorable first, least favorable last: (a), (b)